{
  "formula": "C15H17N3O4S2",
  "method": "the ωB97M-V functional and the def2-TZVPD basis",
  "e_lumo_ev": 0.56,
  "smiles": "CNC(=O)NC(=O)COC(=O)CCCSc1nc2ccccc2s1",
  "relative_energy_ev": 0.000,
  "total_charge": 0,
  "e_homo_ha": -0.30524,
  "energy_ha": -1843.47970,
  "species": ["C", "N", "C", "O", "N", "C", "O", "C", "O", "C", "O", "C", "C", "C", "S", "C", "N", "C", "C", "C", "C", "C", "C", "S", "H", "H", "H", "H", "H", "H", "H", "H", "H", "H", "H", "H", "H", "H", "H", "H", "H"],
  "coordinates": [[-1.2898, 1.7827, 3.0744], [-1.1117, 1.6789, 1.6457], [-0.6024, 2.6986, 0.9361], [-0.2952, 3.7763, 1.3870], [-0.4093, 2.4622, -0.4457], [-0.9493, 1.6386, -1.3896], [-0.5364, 1.6553, -2.5236], [-2.1292, 0.7491, -0.9892], [-1.7014, -0.3716, -0.2157], [-1.8707, -1.6083, -0.7384], [-2.3709, -1.8170, -1.8042], [-1.4095, -2.6483, 0.2543], [-1.0536, -3.9728, -0.4193], [0.3816, -4.0195, -0.9220], [0.6893, -2.9924, -2.4055], [1.2519, -1.5233, -1.6947], [1.2517, -1.2613, -0.4355], [1.7845, -0.0292, -0.1829], [1.9205, 0.5530, 1.0737], [2.4705, 1.8144, 1.1672], [2.8870, 2.5018, 0.0298], [2.7645, 1.9400, -1.2278], [2.2135, 0.6748, -1.3295], [1.9191, -0.2812, -2.7532], [-0.5748, 1.1501, 3.6040], [-2.3024, 1.4837, 3.3478], [-1.1270, 2.8205, 3.3591], [-1.1815, 0.7614, 1.2329], [0.2528, 3.1262, -0.8388], [-2.5950, 0.3824, -1.9107], [-2.8502, 1.3167, -0.3931], [-2.2419, -2.7963, 0.9475], [-0.5613, -2.2497, 0.8112], [-1.7397, -4.1426, -1.2519], [-1.1780, -4.7861, 0.2988], [1.0843, -3.6817, -0.1623], [0.6351, -5.0306, -1.2396], [1.6022, 0.0080, 1.9487], [2.5773, 2.2807, 2.1344], [3.3107, 3.4888, 0.1328], [3.0849, 2.4674, -2.1123]],
  "nbo_charge": [-0.417, -0.638, 0.802, -0.635, -0.668, 0.665, -0.572, -0.190, -0.544, 0.825, -0.577, -0.526, -0.412, -0.513, 0.311, -0.092, -0.543, 0.175, -0.232, -0.215, -0.223, -0.212, -0.244, 0.425, 0.191, 0.197, 0.241, 0.422, 0.432, 0.251, 0.208, 0.240, 0.256, 0.233, 0.215, 0.243, 0.232, 0.218, 0.223, 0.222, 0.225]
}



{
  "formula": "C23H39As3MnN2O2",
  "method": "the ωB97M-V functional and the def2-TZVPD basis",
  "e_lumo_ev": [-14.93, -14.94],
  "spin_multiplicity": 2,
  "s_squared": 0.75,
  "total_charge": 4,
  "e_homo_ha": [-0.72445, -0.72400],
  "energy_ha": -9016.38920,
  "species": ["Mn", "C", "C", "O", "C", "C", "C", "N", "N", "C", "O", "C", "C", "C", "C", "C", "C", "H", "H", "H", "H", "H", "H", "H", "H", "H", "H", "H", "H", "C", "As", "C", "C", "C", "C", "C", "As", "C", "C", "C", "As", "C", "C", "H", "H", "H", "H", "H", "H", "H", "H", "H", "H", "H", "H", "H", "H", "H", "H", "H", "H", "H", "H", "H", "H", "H", "H", "H", "H", "H"],
  "coordinates": [[1.9348, -0.0053, 0.4444], [5.5362, 1.6352, 0.9529], [4.2577, 1.0969, 1.4791], [3.3353, 0.6293, 0.6625], [3.9705, 1.0334, 2.8226], [2.7753, 0.4615, 3.3623], [2.6097, 0.3161, 4.8197], [1.8463, 0.0354, 2.5311], [0.7346, -0.5569, 2.9285], [0.0744, -1.1429, 1.9856], [0.6388, -0.9889, 0.7473], [-1.1486, -1.8636, 2.1564], [-1.8763, -1.7734, 3.3619], [-3.0071, -2.5401, 3.5325], [-3.4341, -3.3985, 2.5201], [-2.7348, -3.4741, 1.3133], [-1.6090, -2.7068, 1.1227], [5.5903, 1.5592, -0.1321], [6.3655, 1.0785, 1.3946], [5.6783, 2.6746, 1.2541], [4.7114, 1.4145, 3.5111], [3.3027, 0.9485, 5.3705], [2.8010, -0.7192, 5.1187], [1.5818, 0.5250, 5.1167], [-1.5465, -1.1017, 4.1393], [-3.5625, -2.4866, 4.4554], [-4.3140, -4.0057, 2.6665], [-3.0650, -4.1617, 0.5500], [-1.0362, -2.7763, 0.2058], [2.6452, -0.0596, -3.3760], [1.5340, -0.6923, -1.8965], [1.6545, -2.6224, -2.1504], [-0.3843, -0.4407, -2.4231], [-1.0293, 0.9485, -2.3097], [-0.1707, 1.9667, -3.0685], [-1.1786, 1.4183, -0.8537], [0.4517, 1.8808, 0.2082], [1.1710, 3.6076, -0.3631], [-0.4285, 2.4244, 1.8639], [-2.4070, 0.9691, -3.0325], [-4.0125, -0.2116, -2.6347], [-4.5910, -0.1352, -0.7665], [-3.8709, -2.1024, -3.1140], [2.2653, -0.4887, -4.3117], [3.6608, -0.4396, -3.2268], [2.6958, 1.0245, -3.4711], [1.1654, -2.9025, -3.0913], [1.1922, -3.1706, -1.3272], [2.7040, -2.9228, -2.2225], [-0.9497, -1.1699, -1.8225], [-0.4262, -0.7637, -3.4740], [0.8143, 2.0168, -2.5896], [-0.6253, 2.9572, -3.0541], [-0.0435, 1.6704, -4.1092], [-1.7092, 0.6695, -0.2455], [-1.7712, 2.3465, -0.8325], [0.3353, 4.2782, -0.6044], [1.8442, 3.5523, -1.2205], [1.7159, 4.0412, 0.4836], [-1.1448, 3.2256, 1.6337], [0.3050, 2.8348, 2.5657], [-0.9592, 1.6006, 2.3468], [-2.2457, 0.8004, -4.1018], [-2.8320, 1.9747, -2.9385], [-4.5809, 0.8921, -0.4073], [-3.9676, -0.7806, -0.1441], [-5.6199, -0.5022, -0.7164], [-3.4440, -2.2354, -4.1059], [-4.8810, -2.5216, -3.1283], [-3.2915, -2.6444, -2.3646]],
  "lowdin_spin": [-0.004, 0.000, -0.001, 0.002, 0.002, 0.000, 0.000, -0.001, -0.001, 0.000, 0.003, 0.001, 0.001, 0.000, 0.002, 0.001, 0.001, 0.000, 0.000, 0.000, 0.000, 0.000, 0.000, 0.000, 0.000, 0.000, 0.000, 0.000, 0.000, 0.000, -0.001, 0.000, 0.003, 0.026, 0.006, 0.001, 0.000, 0.000, 0.000, 0.089, 0.627, 0.093, 0.099, 0.000, 0.000, 0.000, 0.000, 0.000, 0.000, 0.001, 0.000, 0.002, 0.000, 0.000, 0.000, 0.000, 0.000, 0.000, 0.000, 0.000, 0.000, 0.000, 0.002, 0.004, -0.001, 0.020, 0.003, -0.001, 0.002, 0.021]
}



{
  "formula": "C4H16N2O2",
  "method": "the ωB97M-V functional and the def2-TZVPD basis",
  "e_lumo_ev": 0.77,
  "smiles": "C[C@@H](N)CCN.O.O",
  "relative_energy_ev": 1.272,
  "total_charge": 0,
  "e_homo_ha": -0.31723,
  "energy_ha": -421.94467,
  "species": ["C", "C", "N", "C", "C", "N", "H", "H", "H", "H", "H", "H", "H", "H", "H", "H", "H", "H", "O", "H", "H", "O", "H", "H"],
  "coordinates": [[1.0659, -0.4728, -2.3767], [0.5920, 0.4761, -1.1727], [-0.8458, 0.4801, -1.2394], [1.2987, -0.0673, 0.1100], [0.7700, 0.7501, 1.3404], [-0.1631, 0.0139, 2.2211], [2.0379, -0.8318, -2.1170], [0.3816, -1.3259, -2.4790], [1.0369, 0.1806, -3.2650], [0.9167, 1.5227, -1.3294], [-1.3904, 0.4258, -0.4035], [-1.2422, -0.1808, -1.8703], [2.3268, 0.2519, -0.0264], [1.1267, -1.1495, 0.1657], [1.6320, 0.9200, 2.0425], [0.3316, 1.8001, 1.1470], [0.2425, -0.6982, 2.7916], [-1.0994, 0.0210, 1.8252], [-1.7986, 2.5967, 0.2649], [-1.7065, 2.5689, -0.6936], [-1.5619, 3.4854, 0.5438], [-1.3690, -3.9377, 1.3576], [-1.4170, -3.0999, 0.8908], [-1.1653, -3.7295, 2.2722]],
  "nbo_charge": [-0.616, -0.019, -0.881, -0.438, -0.236, -0.894, 0.209, 0.199, 0.213, 0.167, 0.370, 0.360, 0.206, 0.209, 0.182, 0.218, 0.376, 0.371, -0.960, 0.490, 0.472, -0.940, 0.470, 0.470]
}



{
  "formula": "C3H3NO",
  "method": "the ωB97M-V functional and the def2-TZVPD basis",
  "e_lumo_ev": 0.36,
  "smiles": "Cc1nc1=O",
  "relative_energy_ev": 1.734,
  "total_charge": 0,
  "e_homo_ha": -0.34971,
  "energy_ha": -246.02782,
  "species": ["C", "C", "N", "C", "O", "H", "H", "H"],
  "coordinates": [[-1.1528, -0.3281, -0.0058], [0.2267, 0.2462, 0.1763], [0.8401, 1.3153, -0.2482], [1.6283, 0.2041, 0.0705], [2.7487, -0.2530, 0.0746], [-1.0664, -1.4255, -0.1982], [-1.4626, 0.2884, -0.8267], [-1.7619, -0.0473, 0.9574]],
  "nbo_charge": [-0.685, 0.209, -0.335, 0.599, -0.551, 0.257, 0.248, 0.257]
}



{
  "formula": "C4H5ClN2O",
  "method": "the ωB97M-V functional and the def2-TZVPD basis",
  "e_lumo_ev": -0.04,
  "smiles": "Cc1nc(Cl)c(O)[nH]1",
  "relative_energy_ev": 2.661,
  "total_charge": 0,
  "e_homo_ha": -0.30172,
  "energy_ha": -800.28177,
  "species": ["C", "C", "N", "C", "Cl", "C", "O", "N", "H", "H", "H", "H", "H"],
  "coordinates": [[-1.5242, 1.6317, -2.0847], [-0.6613, 0.7675, -1.2138], [-0.8073, 0.8689, 0.1037], [0.0543, -0.0527, 0.5991], [0.3016, -0.1094, 2.4169], [0.6002, -0.8067, -0.3924], [1.4101, -1.8933, -0.1981], [0.1783, -0.2637, -1.5844], [-2.6144, 1.0783, -2.3526], [-1.6390, 2.5266, -1.3006], [-1.0030, 2.0028, -3.1467], [1.9456, -1.8349, -1.2536], [0.4931, -0.2418, -2.5333]],
  "nbo_charge": [-0.674, 0.316, -0.456, 0.063, -0.036, 0.339, -0.605, -0.566, 0.238, 0.273, 0.220, 0.462, 0.426]
}



{
  "formula": "C17H38AsF6N2NiO6P2S",
  "method": "the ωB97M-V functional and the def2-TZVPD basis",
  "e_lumo_ev": [-10.39, -10.37],
  "spin_multiplicity": 2,
  "s_squared": 0.86,
  "total_charge": 2,
  "e_homo_ha": [-0.60233, -0.59999],
  "energy_ha": -6655.44703,
  "species": ["Ni", "C", "C", "C", "O", "P", "O", "C", "P", "O", "O", "C", "C", "C", "O", "C", "C", "C", "O", "C", "C", "C", "H", "H", "H", "H", "H", "H", "H", "H", "H", "H", "H", "H", "H", "H", "H", "H", "H", "H", "H", "H", "H", "H", "H", "H", "H", "H", "H", "H", "H", "H", "F", "As", "F", "F", "F", "F", "F", "S", "C", "N", "C", "C", "C", "N", "H", "H", "H", "H", "H", "H", "H", "H"],
  "coordinates": [[-0.6698, 1.4524, 0.2775], [0.8440, 0.5237, -4.2964], [0.5839, 0.7429, -2.8248], [-0.6449, 1.6068, -2.5968], [0.3714, -0.5715, -2.2170], [0.6999, -0.8643, -0.7045], [0.9814, 0.4573, -0.0081], [-0.7119, -1.8075, -0.1003], [-2.3119, -1.0123, -0.3896], [-2.2776, 0.3736, 0.2259], [-3.4587, -1.9336, 0.0454], [-3.9173, -2.6004, 1.2863], [-3.4454, -4.0341, 1.2469], [-3.4875, -1.8443, 2.5164], [-2.5025, -0.8819, -1.9292], [-3.1206, -1.8949, -2.8210], [-2.3409, -1.8653, -4.1144], [-4.5845, -1.5588, -2.9953], [1.8347, -1.9016, -0.6035], [3.3101, -1.8167, -0.4634], [3.9166, -1.6781, -1.8392], [3.7372, -0.7341, 0.5041], [1.0997, 1.4735, -4.7703], [-0.0385, 0.1100, -4.7870], [1.6779, -0.1648, -4.4301], [1.4569, 1.1928, -2.3549], [-1.5366, 1.1404, -3.0110], [-0.5108, 2.5997, -3.0265], [-0.8743, 1.7441, -1.5191], [-0.5638, -1.9472, 0.9758], [-0.6897, -2.7821, -0.5965], [-4.9979, -2.5706, 1.1963], [-2.3559, -4.0880, 1.3297], [-3.7596, -4.5244, 0.3247], [-3.8791, -4.5750, 2.0873], [-2.4207, -1.9648, 2.7088], [-4.0270, -2.2301, 3.3802], [-3.7138, -0.7828, 2.4257], [-3.0137, -2.8699, -2.3431], [-2.4845, -0.9065, -4.6211], [-2.7053, -2.6528, -4.7741], [-1.2765, -2.0232, -3.9363], [-4.6924, -0.5821, -3.4704], [-5.0999, -1.5391, -2.0356], [-5.0579, -2.3080, -3.6305], [3.5555, -2.7861, -0.0431], [3.6905, -0.6967, -2.2711], [3.5442, -2.4518, -2.5105], [4.9995, -1.7796, -1.7660], [3.5443, 0.2599, 0.0958], [4.8089, -0.8380, 0.6740], [3.2212, -0.8300, 1.4617], [-0.4223, 1.2574, 2.2041], [-0.2235, 0.3297, 3.8996], [-0.2644, -1.1051, 2.9550], [1.4403, 0.4808, 3.5044], [-0.0162, -0.4365, 5.3741], [-0.1537, 1.9365, 4.5305], [-1.9145, 0.3999, 3.9159], [0.0407, 3.6814, 0.4604], [1.4734, 3.7992, 1.4968], [2.5384, 4.3630, 0.9550], [3.7620, 4.6162, 1.7400], [3.8685, 3.5713, 2.8372], [2.5842, 3.5323, 3.6483], [1.4289, 3.4149, 2.7355], [2.4766, 4.7239, 0.0157], [3.7056, 5.6205, 2.1605], [4.6102, 4.5775, 1.0631], [4.7065, 3.8055, 3.4876], [4.0445, 2.5899, 2.3924], [2.4601, 4.4246, 4.2632], [2.5583, 2.6678, 4.3001], [0.5899, 2.9649, 3.0991]],
  "lowdin_spin": [0.743, 0.001, 0.001, 0.024, 0.000, 0.006, 0.052, 0.000, -0.002, -0.030, -0.001, 0.000, 0.000, 0.000, 0.000, 0.000, 0.000, 0.000, 0.004, 0.000, 0.000, 0.001, 0.000, 0.000, 0.000, 0.000, 0.001, 0.001, 0.007, 0.000, 0.000, 0.000, 0.000, 0.000, 0.000, 0.000, 0.000, 0.000, 0.000, 0.000, 0.000, 0.000, 0.000, 0.000, 0.000, 0.000, 0.000, 0.000, 0.000, 0.000, 0.000, 0.000, 0.028, 0.002, 0.000, 0.000, 0.000, 0.002, 0.001, 0.126, 0.012, 0.005, 0.001, 0.000, 0.001, 0.012, -0.001, 0.001, 0.000, 0.000, 0.000, 0.001, 0.000, 0.000]
}